# 1
Here is 2 unconnected molecules or ions with the total composition C7H16N from OMol25. Energies are from the ωB97M-V functional and the def2-TZVPD basis.

Geometry (Å):
C1 3.185 -1.853 -0.561
C2 2.289 -0.587 -0.443
C3 -1.453 0.411 1.465
C4 -0.511 2.267 0.043
C5 -2.284 -0.856 -0.685
C6 1.217 -0.229 0.337
C7 -0.866 0.838 0.128
N1 -1.349 0.211 -0.908
H1 2.684 -2.644 0.006
H2 3.425 -2.182 -1.597
H3 2.579 0.307 -1.051
H4 -2.589 0.186 1.551
H5 -1.003 -0.580 1.605
H6 -1.215 1.238 2.178
H7 -0.311 2.602 0.975
H8 -1.417 2.849 -0.134
H9 0.284 2.703 -0.620
H10 -2.939 -0.513 0.116
H11 -2.806 -0.935 -1.640
H12 -1.780 -1.751 -0.410
H13 0.602 -0.899 0.887
H14 1.284 0.844 0.521
H15 4.020 -1.799 0.096
H16 -1.047 0.372 -1.858

Largest force on an atom (eV/A): 3.7
Charge: +1
HOMO-LUMO gap (Eh): 0.3212
HOMO level (hartree): -0.4799
Electronic energy (eV): -8998.880



# 2
Here is a gas-phase ion, C4H11N2OS (charge +1) from OMol25. Energies are from the ωB97M-V functional and the def2-TZVPD basis.

Geometry (Å):
N1 -2.635 -0.797 0.103
C1 -1.961 0.484 0.384
C2 -0.466 0.537 0.449
O1 -0.068 0.363 1.717
N2 0.250 1.149 -0.622
C3 1.134 0.175 -1.359
C4 1.960 -0.842 -0.559
S1 2.922 -0.008 0.786
H1 -2.398 -1.114 -0.838
H2 -2.382 -1.568 0.714
H3 -2.214 1.168 -0.442
H4 -2.421 0.916 1.286
H5 -0.934 0.349 2.149
H6 0.838 1.857 -0.164
H7 0.501 -0.344 -2.090
H8 1.814 0.751 -1.997
H9 1.329 -1.628 -0.088
H10 2.665 -1.368 -1.224
H11 2.066 -0.080 1.795

Largest force on an atom (eV/A): 3.4
Charge: +1
SMILES string: NC/C(O)=[NH+]/CCS
HOMO-LUMO gap (Eh): 0.2474
HOMO level (hartree): -0.4797
Electronic energy (eV): -20180.195



# 3
Here is 4 unconnected molecules or ions with the total composition C33H43Br2NO11 from OMol25. Energies are from the ωB97M-V functional and the def2-TZVPD basis.

Geometry (Å):
C1 -2.285 2.739 -3.385
C2 -3.280 1.574 -2.828
O1 -4.517 1.698 -3.115
O2 -2.769 0.463 -2.049
C3 -1.590 -0.046 -2.785
C4 -1.306 -1.593 -2.482
C5 -2.008 -2.643 -3.416
C6 -1.794 -4.208 -3.210
C7 -2.642 -5.134 -4.242
Br1 -1.922 -5.843 -5.942
C8 -4.010 -5.384 -3.839
C9 -5.062 -6.261 -4.672
Br2 -4.681 -4.580 -2.124
C10 -0.870 -4.791 -2.080
C11 -0.167 -3.710 -1.146
C12 -0.401 -2.148 -1.335
C13 0.325 -1.176 -0.303
O3 0.233 0.101 -0.296
C14 1.259 -1.795 0.873
C15 1.938 -0.789 1.901
C16 2.871 -1.318 3.035
C17 3.114 -2.882 3.190
C18 2.447 -3.919 2.211
N1 2.688 -5.363 2.445
C19 3.671 -5.782 1.683
O4 4.532 -6.170 0.869
C20 1.520 -3.337 1.057
C21 0.768 -4.310 0.017
O5 0.906 -5.584 0.098
H1 -2.807 3.755 -3.323
H2 -1.311 2.808 -2.754
H3 -2.060 2.510 -4.498
H4 -0.720 0.659 -2.549
H5 -1.879 0.032 -3.908
H6 -2.689 -2.257 -4.264
H7 -4.681 -7.342 -4.676
H8 -6.063 -6.269 -4.085
H9 -5.266 -5.818 -5.708
H10 -0.716 -5.924 -1.940
H11 1.699 0.335 1.761
H12 3.361 -0.555 3.746
H13 3.785 -3.241 4.061
C22 4.504 1.947 -3.618
O6 4.108 1.170 -2.496
C23 2.726 0.817 -2.542
C24 2.538 -0.628 -2.996
O7 2.925 -0.795 -4.360
C25 4.205 -1.399 -4.488
H14 5.595 1.996 -3.630
H15 4.166 1.507 -4.559
H16 4.110 2.964 -3.522
H17 2.167 1.506 -3.185
H18 2.337 0.918 -1.524
H19 1.476 -0.882 -2.933
H20 3.087 -1.319 -2.346
H21 4.138 -2.464 -4.243
H22 4.949 -0.919 -3.848
H23 4.526 -1.301 -5.527
C26 -4.121 1.410 0.664
O8 -4.128 1.560 2.078
C27 -3.696 2.856 2.489
C28 -4.880 3.737 2.876
O9 -5.687 4.047 1.741
C29 -6.871 3.263 1.689
H24 -4.658 0.493 0.415
H25 -4.614 2.247 0.163
H26 -3.091 1.320 0.307
H27 -3.091 3.332 1.709
H28 -3.060 2.716 3.369
H29 -4.500 4.687 3.266
H30 -5.479 3.267 3.665
H31 -7.579 3.611 2.448
H32 -6.664 2.200 1.837
H33 -7.323 3.394 0.704
C30 4.031 5.383 5.517
O10 2.765 4.799 5.793
C31 2.266 4.040 4.693
C32 2.461 2.544 4.920
O11 3.845 2.195 4.908
C33 4.365 1.999 6.216
H34 4.445 5.759 6.455
H35 4.731 4.657 5.095
H36 3.909 6.224 4.827
H37 2.732 4.359 3.754
H38 1.193 4.247 4.623
H39 1.988 1.998 4.097
H40 1.985 2.222 5.853
H41 3.997 1.051 6.622
H42 4.096 2.817 6.889
H43 5.453 1.950 6.147

Largest force on an atom (eV/A): 7.5
SMILES string: CC(=O)OCc1cc(/C(Br)=C(/C)Br)cc2c1C(=O)c1cccc(N=C=O)c1C2=O.COCCOC.COCCOC.COCCOC
HOMO-LUMO gap (Eh): 0.2596
HOMO level (hartree): -0.3315
Electronic energy (eV): -198998.843



# 4
Here is a molecular structure, C32H24I2N4O3PtS from OMol25. Energies are from the ωB97M-V functional and the def2-TZVPD basis.

Geometry (Å):
Pt1 0.107 0.098 -0.830
I1 2.126 5.407 -2.046
C1 2.912 3.500 -1.940
C2 4.295 3.366 -2.080
C3 4.914 2.137 -1.807
I2 7.005 2.356 -1.557
C4 4.173 0.955 -1.602
C5 4.755 -0.264 -1.485
C6 4.031 -1.417 -1.130
C7 2.684 -1.294 -0.889
N1 2.064 -0.066 -1.121
C8 2.739 1.056 -1.430
C9 2.077 2.313 -1.761
O1 0.804 2.453 -1.882
H1 4.925 4.263 -2.160
H2 5.820 -0.326 -1.636
H3 4.406 -2.426 -1.289
H4 2.072 -2.127 -0.435
C10 -4.262 -1.424 1.863
N2 -3.760 -0.789 0.632
C11 -4.599 0.153 0.000
C12 -4.131 0.924 -1.048
C13 -2.740 0.830 -1.426
O2 -2.293 1.412 -2.444
N3 -1.938 0.069 -0.594
C14 -2.387 -0.854 0.328
O3 -1.656 -1.603 1.023
H5 -3.386 -1.634 2.429
H6 -4.902 -2.283 1.633
H7 -4.900 -0.797 2.432
H8 -5.533 0.208 0.545
H9 -4.840 1.534 -1.638
C15 3.410 -0.415 3.425
C16 3.384 0.915 2.989
C17 2.276 1.404 2.379
C18 1.253 0.516 1.901
C19 1.378 -0.842 2.197
C20 2.439 -1.317 2.978
N4 0.488 1.147 0.891
C21 -0.621 1.796 1.387
C22 -1.331 1.416 2.491
C23 -2.444 2.136 2.806
C24 -2.869 3.267 2.201
C25 -2.036 3.816 1.242
C26 -1.006 3.017 0.799
H10 4.176 -0.690 4.151
H11 4.276 1.487 3.129
H12 2.294 2.473 2.143
H13 0.550 -1.482 1.949
H14 2.529 -2.445 3.143
H15 -0.995 0.567 3.158
H16 -3.099 1.735 3.611
H17 -3.906 3.620 2.442
H18 -2.164 4.827 0.908
H19 -0.463 3.351 -0.089
S1 -0.364 -0.999 -2.853
C27 -0.977 -2.660 -2.642
C28 -0.163 -3.748 -2.413
C29 -0.669 -5.008 -2.173
C30 -2.040 -5.199 -2.329
C31 -2.915 -4.090 -2.422
C32 -2.371 -2.815 -2.639
H20 1.000 -3.534 -2.354
H21 -0.082 -5.850 -1.848
H22 -2.563 -6.120 -2.215
H23 -4.000 -4.174 -2.254
H24 -2.956 -1.830 -2.749

Largest force on an atom (eV/A): 3.4
Charge: -2
HOMO-LUMO gap (spin up / spin down) (Eh): 0.1284 / 0.1710
HOMO level (spin up / spin down) (hartree): 0.0000 / -0.0474
Electronic energy (eV): -75958.694
2S+1: 3



# 5
Here is a single C9H10NO3P molecule from OMol25. Energies are from the ωB97M-V functional and the def2-TZVPD basis.

Geometry (Å):
C1 2.907 -1.784 -0.343
C2 1.832 -2.430 0.215
C3 2.950 -0.371 -0.435
C4 0.742 -1.757 0.681
C5 1.841 0.348 0.036
C6 0.772 -0.409 0.517
C7 1.808 1.872 -0.148
C8 -3.276 -0.068 -0.851
C9 -2.884 1.235 -0.114
N1 1.516 2.562 0.946
O1 2.033 2.243 -1.312
O2 -1.776 -0.335 1.821
O3 -1.390 1.253 -0.070
P1 -0.752 0.374 1.032
H1 3.710 -2.406 -0.479
H2 2.027 -3.544 0.149
H3 3.670 0.146 -0.903
H4 -0.216 -2.245 1.183
H5 -2.787 -0.987 -0.379
H6 -4.437 -0.116 -0.760
H7 -3.123 -0.170 -1.973
H8 -3.156 1.062 0.894
H9 -3.249 2.053 -0.574
H10 1.239 3.474 0.869

Largest force on an atom (eV/A): 5.1
HOMO-LUMO gap (spin up / spin down) (Eh): 0.2295 / 0.2297
HOMO level (spin up / spin down) (hartree): -0.3051 / -0.3053
Electronic energy (eV): -26413.550



# 6
Here is a molecular structure, C2H7AgO3 from OMol25. Energies are from the ωB97M-V functional and the def2-TZVPD basis.

Geometry (Å):
O1 -0.122 0.941 0.407
C1 -0.468 0.366 -0.827
C2 0.463 -0.798 -1.104
O2 0.042 -1.400 -2.304
H1 -0.908 1.326 1.084
H2 -0.368 1.127 -1.620
H3 -1.516 0.022 -0.816
H4 0.408 -1.516 -0.264
H5 1.500 -0.428 -1.182
H6 0.615 -2.143 -2.511
Ag1 1.420 0.221 1.951
O3 -0.394 1.198 3.131
H7 -0.672 1.083 4.056

Largest force on an atom (eV/A): 5.0
Charge: +1
HOMO-LUMO gap (spin up / spin down) (Eh): 0.3113 / 0.2239
HOMO level (spin up / spin down) (hartree): -0.5152 / -0.5152
Electronic energy (eV): -12318.190
2S+1: 2



Q: Number 3 is which compound?
A: C33H43Br2NO11